Record 1
The following is a DFT calculation (ωB97M-V with the def2-TZVPD basis set) of a 10-piece molecular cluster, C10H40O10 overall at a distorted geometry.

Geometry as ORCA input:
```
! RIJCOSX wB97M-V def2-TZVPD def2/J DEFGRID3
* xyz 1 2
C 2.129 2.544 -2.488
O 2.430 3.901 -2.704
H 1.212 2.219 -2.980
H 2.980 1.956 -2.832
H 1.991 2.426 -1.414
H 2.631 4.121 -3.617
C -1.203 0.694 4.857
O -2.163 0.142 5.706
H -1.648 1.408 4.163
H -0.454 1.254 5.417
H -0.795 -0.078 4.205
H -2.462 -0.646 5.246
C -0.857 3.688 -1.067
O -1.187 2.703 -0.068
H -0.774 3.293 -2.080
H -1.537 4.536 -0.981
H 0.129 4.048 -0.770
H -0.441 2.101 -0.031
C -2.244 0.520 -2.946
O -1.191 0.558 -3.876
H -2.075 1.174 -2.090
H -3.177 0.876 -3.381
H -2.500 -0.501 -2.666
H -1.071 1.471 -4.149
C 2.102 -1.000 -2.238
O 3.151 -1.178 -3.180
H 1.236 -0.471 -2.635
H 1.611 -1.940 -1.986
H 2.415 -0.457 -1.346
H 3.870 -1.669 -2.777
C -1.981 -3.701 -1.335
O -1.813 -3.063 -0.069
H -2.984 -3.559 -1.735
H -1.262 -3.238 -2.010
H -1.792 -4.774 -1.349
H -0.942 -3.307 0.252
C 1.215 -3.304 1.853
O 0.543 -3.956 0.763
H 2.026 -2.710 1.431
H 0.638 -2.746 2.590
H 1.613 -4.038 2.553
H 1.186 -4.568 0.400
C -0.062 -0.147 0.560
O 0.865 0.956 0.494
H -0.443 -0.147 1.581
H -0.888 -0.082 -0.148
H 0.535 -1.054 0.458
H 1.611 0.734 1.055
C -3.724 -0.376 1.373
O -3.838 -1.024 0.112
H -4.659 -0.019 1.803
H -3.285 -1.115 2.044
H -3.052 0.482 1.349
H -3.168 -1.709 0.156
C 3.538 1.812 1.665
O 3.232 0.468 1.903
H 2.597 2.270 1.358
H 3.919 2.295 2.564
H 4.245 1.917 0.842
H 4.023 0.010 2.195
*
```

Calculated values
⟨S²⟩: 0.7561
Electronic energy (Eh): -1156.8345
ΔE to the lowest compared entry with this formula, charge and spin (eV): 1.117
HOMO level (alpha / beta) (eV): -12.64 / -12.60
Largest force on an atom (eV/A): 1.94



Record 2
The following is a DFT calculation (ωB97M-V with the def2-TZVPD basis set) of a 2-piece molecular cluster, C2H9N4O overall at a distorted geometry.

Geometry as ORCA input:
```
! RIJCOSX wB97M-V def2-TZVPD def2/J DEFGRID3
* xyz 1 1
C 0.114 0.280 1.564
C -1.271 0.693 -1.502
N -0.977 -0.128 1.038
N 0.365 0.324 2.877
N 0.892 -0.090 -1.668
N 1.572 -1.179 -2.065
O -0.343 -0.115 -2.079
H -2.223 0.907 -2.035
H 0.922 0.699 1.052
H -0.638 1.461 -1.033
H -1.737 -0.477 1.726
H 1.179 -1.841 -2.658
H -0.294 -0.101 3.503
H 2.590 -1.170 -1.975
H 1.182 0.554 3.285
H -1.334 0.183 -0.031
*
```

Calculated values
Electronic energy (Eh): -375.4402
ΔE to the lowest compared entry with this formula, charge and spin (eV): 7.001
HOMO level (alpha / beta) (eV): -11.66 / -12.16
Largest force on an atom (eV/A): 4.55



Record 3
The following is a DFT calculation (ωB97M-V with the def2-TZVPD basis set) of a 3-piece molecular cluster, C28H55FN8O5PS2 overall at a distorted geometry.

Geometry as ORCA input:
```
! RIJCOSX wB97M-V def2-TZVPD def2/J DEFGRID3
* xyz 1 1
C -3.575 5.402 1.100
C -3.008 4.335 0.549
C -2.472 2.949 -0.112
N -1.485 3.257 -1.194
C -1.012 2.054 -1.949
C 0.203 2.311 -2.978
C 0.574 0.873 -3.691
C 1.861 0.146 -3.032
C 1.965 0.264 -1.424
C 3.292 -0.601 -0.978
C 3.607 -0.499 0.606
S 2.268 -1.437 1.537
C 3.092 -2.549 2.778
N 3.636 -3.893 2.632
N 4.106 -4.286 3.857
C 3.922 -3.203 4.837
O 3.263 -2.113 4.154
C -0.335 4.090 -0.682
N -0.247 5.448 -1.237
C -0.566 6.527 -0.311
C -0.581 7.515 0.577
C 0.874 5.702 -2.179
N 0.296 5.728 -3.592
N 0.558 3.619 0.231
F 0.431 2.367 0.762
P 1.968 4.536 0.835
S 2.192 4.042 2.716
H -4.279 6.121 1.667
H -3.403 2.461 -0.624
H -2.078 2.191 0.665
H -0.745 1.219 -1.200
H -1.914 1.649 -2.573
H 1.184 2.673 -2.497
H -0.075 3.053 -3.811
H 0.854 1.120 -4.797
H -0.344 0.180 -3.697
H 2.877 0.474 -3.504
H 1.754 -0.991 -3.274
H 2.193 1.351 -1.054
H 1.052 -0.199 -0.895
H 4.221 -0.327 -1.622
H 3.002 -1.710 -1.191
H 4.666 -0.925 0.848
H 3.617 0.612 0.932
H 4.197 -3.153 5.949
H -0.500 8.373 1.356
H 1.370 6.723 -1.994
H 1.634 4.812 -2.182
H 0.869 5.104 -4.209
H -0.628 5.243 -3.503
H 3.165 4.095 0.135
H 1.846 5.957 0.769
C 2.369 -10.688 8.008
O 2.997 -9.453 8.319
C 4.303 -9.318 7.751
C 4.302 -8.286 6.618
N 3.579 -8.780 5.444
C 3.299 -7.747 4.442
C 2.416 -6.560 4.865
O 1.057 -6.907 5.127
C 0.817 -7.422 6.428
H 1.486 -10.786 8.642
H 2.043 -10.710 6.966
H 3.036 -11.533 8.208
H 4.710 -10.280 7.419
H 4.951 -8.948 8.550
H 5.336 -8.061 6.335
H 3.847 -7.372 7.009
H 2.694 -9.176 5.744
H 2.803 -8.252 3.606
H 4.250 -7.363 4.057
H 2.383 -5.869 4.019
H 2.840 -5.990 5.698
H 1.475 -6.979 7.181
H 0.913 -8.507 6.423
H -0.217 -7.192 6.697
C -3.955 5.151 -2.951
O -4.196 3.777 -3.220
C -5.587 3.441 -3.266
C -6.028 3.129 -4.700
N -6.044 4.336 -5.528
C -6.179 4.069 -6.963
C -5.070 3.249 -7.646
O -3.812 3.916 -7.720
C -3.021 3.822 -6.547
H -2.891 5.270 -2.731
H -4.195 5.768 -3.819
H -4.528 5.490 -2.082
H -6.214 4.216 -2.811
H -5.705 2.533 -2.667
H -7.031 2.692 -4.682
H -5.335 2.383 -5.100
H -5.181 4.848 -5.384
H -6.226 5.045 -7.457
H -7.144 3.581 -7.141
H -5.381 3.092 -8.684
H -4.956 2.248 -7.216
H -3.163 2.873 -6.021
H -3.233 4.663 -5.886
H -1.971 3.900 -6.839
*
```

Calculated values
Electronic energy (Eh): -3150.7592
HOMO level (eV): -9.47
Largest force on an atom (eV/A): 7.56



Record 4
The following is a DFT calculation (ωB97M-V with the def2-TZVPD basis set) of a 2-piece molecular cluster, C4H7P overall at a distorted geometry.

Geometry as ORCA input:
```
! RIJCOSX wB97M-V def2-TZVPD def2/J DEFGRID3
* xyz 0 1
C 1.315 0.491 0.174
C 0.210 0.987 0.131
C 2.773 0.333 0.028
C -2.270 -0.654 -0.514
P -2.248 0.934 0.485
H 2.946 -0.826 0.040
H 3.155 0.592 -1.038
H 3.408 0.677 0.812
H -1.894 -0.376 -1.448
H -3.239 -1.021 -0.596
H -1.749 -1.550 0.043
H -2.406 0.413 1.884
*
```

Calculated values
Electronic energy (Eh): -497.7762
ΔE to the lowest compared entry with this formula, charge and spin (eV): 4.094
HOMO level (eV): -9.24
Largest force on an atom (eV/A): 4.29



Record 5
The following is a DFT calculation (ωB97M-V with the def2-TZVPD basis set) of a 2-piece molecular cluster, C2H7N2S overall at a distorted geometry.

Geometry as ORCA input:
```
! RIJCOSX wB97M-V def2-TZVPD def2/J DEFGRID3
* xyz -1 1
C -1.316 1.916 1.714
S -1.086 0.049 1.743
H -0.600 2.429 2.374
H -1.053 2.212 0.640
H -2.424 2.213 1.987
N 2.131 -0.847 -2.506
C 1.118 -0.345 -1.598
N 0.393 -1.234 -1.077
H 1.818 -1.697 -2.930
H 2.382 -0.361 -3.306
H 1.131 0.782 -1.877
H -0.358 -1.220 -0.392
*
```

Calculated values
Electronic energy (Eh): -588.0691
ΔE to the lowest compared entry with this formula, charge and spin (eV): 1.816
HOMO level (eV): -2.26
Largest force on an atom (eV/A): 2.70



Record 6
The following is a DFT calculation (ωB97M-V with the def2-TZVPD basis set) of one molecule with the formula C4H11NO2 at a distorted geometry.

Geometry as ORCA input:
```
! RIJCOSX wB97M-V def2-TZVPD def2/J DEFGRID3
* xyz 0 1
C -1.270 -1.537 -0.821
C -0.411 -0.622 0.093
C -1.247 0.484 0.620
O -0.693 1.259 1.703
N 0.754 -0.260 -0.694
C 1.471 0.947 -0.412
O 2.624 0.578 0.369
H -0.653 -2.208 -1.418
H -1.971 -2.142 -0.232
H -1.943 -1.097 -1.569
H -0.238 -1.341 0.915
H -2.256 0.273 0.965
H -1.403 1.219 -0.189
H 0.019 0.813 2.117
H 1.465 -0.954 -0.764
H 1.808 1.552 -1.261
H 0.821 1.656 0.097
H 3.124 1.383 0.482
*
```

Calculated values
Electronic energy (Eh): -364.1952
ΔE to the lowest compared entry with this formula, charge and spin (eV): 1.985
HOMO level (eV): -9.09
Largest force on an atom (eV/A): 2.77